252
Properties=species:S:1:pos:R:3 method="wB97M-V/def2-TZVPD" multiplicity=1 homo_energy_ev=-11.1 gap_ev=8.25 charge=+2 fmax_ev_per_a=4.9 energy_ha=-4803.9936
C -1.681 4.323 4.946
C -2.001 3.019 5.748
N -2.987 2.199 5.035
C -2.772 1.100 4.196
C -3.949 0.615 3.777
N -4.905 1.461 4.319
C -4.294 2.361 5.096
C -6.316 1.246 4.121
H -1.005 3.917 4.167
H -1.182 5.063 5.594
H -2.624 4.733 4.475
H -2.569 3.178 6.712
H -1.071 2.561 5.938
H -1.747 0.887 3.939
H -4.330 -0.173 3.198
H -4.896 3.096 5.657
H -6.518 0.170 4.137
H -6.599 1.716 3.176
H -6.977 1.788 4.865
C 4.038 -5.048 4.866
C 4.473 -3.783 4.181
N 3.452 -2.789 3.997
C 3.253 -1.971 2.907
C 2.220 -1.126 3.261
N 1.784 -1.467 4.484
C 2.546 -2.462 4.916
C 0.854 -0.769 5.335
H 4.983 -5.614 5.023
H 3.457 -5.646 4.188
H 3.482 -4.808 5.769
H 4.837 -3.991 3.141
H 5.262 -3.377 4.744
H 3.743 -2.109 2.004
H 1.739 -0.302 2.676
H 2.481 -2.824 5.880
H 1.298 -0.695 6.338
H -0.010 -1.400 5.390
H 0.744 0.239 4.911
C -4.954 5.808 1.268
C -4.712 5.032 -0.028
N -5.427 3.773 0.142
C -5.116 2.739 1.029
C -5.767 1.668 0.526
N -6.375 2.011 -0.681
C -6.249 3.335 -0.843
C -7.270 1.160 -1.386
H -6.037 5.928 1.533
H -4.468 6.786 1.411
H -4.463 5.209 2.098
H -3.624 4.922 -0.281
H -5.164 5.519 -0.928
H -4.434 3.005 1.825
H -5.758 0.633 0.853
H -6.770 3.858 -1.635
H -8.286 1.289 -1.065
H -6.875 0.129 -1.186
H -7.207 1.399 -2.466
C 2.688 2.761 -7.470
C 1.302 2.917 -6.922
N 1.171 3.855 -5.727
C 0.090 4.665 -5.628
C 0.025 5.040 -4.300
N 1.077 4.333 -3.629
C 1.691 3.598 -4.535
C 1.293 4.343 -2.178
H 3.380 2.428 -6.690
H 2.955 3.706 -7.983
H 2.733 1.993 -8.242
H 0.951 1.950 -6.578
H 0.665 3.334 -7.733
H -0.478 4.846 -6.472
H -0.490 5.756 -3.711
H 2.495 2.842 -4.306
H 1.413 3.313 -1.796
H 0.524 4.843 -1.615
H 2.172 4.930 -1.969
C -4.819 -4.468 5.396
C -4.703 -3.015 4.996
N -4.290 -2.113 6.115
C -4.960 -1.899 7.279
C -4.134 -1.176 8.126
N -3.008 -0.867 7.443
C -3.083 -1.508 6.251
C -1.844 -0.135 8.037
H -5.657 -4.658 6.124
H -3.951 -4.942 5.839
H -5.066 -4.960 4.462
H -5.698 -2.602 4.653
H -3.975 -2.856 4.200
H -5.994 -2.305 7.382
H -4.294 -0.741 9.106
H -2.247 -1.575 5.561
H -2.330 0.709 8.562
H -1.206 0.170 7.199
H -1.447 -0.880 8.748
C -2.727 -2.472 -9.610
C -2.970 -1.863 -8.213
C -2.188 -2.623 -7.103
N -2.982 -2.940 -5.781
C -1.980 -3.392 -4.750
C -3.723 -1.797 -5.190
C -4.749 -2.496 -4.399
C -5.051 -3.869 -5.093
C -3.910 -4.073 -6.063
H -3.611 -2.268 -10.251
H -2.622 -3.537 -9.526
H -1.752 -2.091 -10.144
H -4.001 -1.799 -7.987
H -2.689 -0.748 -8.131
H -1.377 -2.082 -6.719
H -1.819 -3.564 -7.330
H -1.411 -2.534 -4.370
H -1.280 -4.030 -5.252
H -2.459 -3.886 -3.891
H -3.018 -1.123 -4.708
H -4.143 -1.174 -5.967
H -4.448 -2.656 -3.340
H -5.721 -2.005 -4.299
H -5.144 -4.598 -4.275
H -5.929 -3.824 -5.738
H -3.380 -5.013 -6.074
H -4.315 -3.919 -7.104
C 0.778 -5.203 -3.004
C 1.593 -3.948 -2.664
C 1.459 -2.988 -3.813
N 2.576 -1.930 -4.025
C 2.609 -1.082 -2.852
C 2.305 -1.140 -5.279
C 3.341 -1.528 -6.196
C 4.641 -1.679 -5.405
C 4.019 -2.398 -4.193
H 0.625 -5.871 -2.154
H 1.205 -5.860 -3.853
H -0.249 -4.952 -3.374
H 2.636 -4.235 -2.473
H 1.299 -3.479 -1.745
H 0.457 -2.449 -3.752
H 1.574 -3.536 -4.717
H 3.056 -1.694 -2.078
H 1.610 -0.672 -2.647
H 3.218 -0.154 -3.041
H 2.372 -0.120 -4.953
H 1.354 -1.309 -5.762
H 3.485 -0.825 -7.108
H 3.054 -2.449 -6.694
H 5.014 -0.692 -5.168
H 5.383 -2.347 -5.887
H 4.513 -2.261 -3.209
H 3.984 -3.437 -4.413
C 2.210 0.764 -0.075
C 1.133 -0.230 0.215
C -0.075 -0.141 -0.640
N -1.231 -0.849 -0.058
C -2.458 -0.388 -0.772
C -1.531 -0.571 1.446
C -2.543 -1.738 1.852
C -2.368 -2.821 0.685
C -1.161 -2.397 -0.067
H 2.030 1.763 0.390
H 2.298 0.880 -1.110
H 3.130 0.339 0.264
H 0.916 0.060 1.227
H 1.578 -1.204 0.264
H 0.065 -0.643 -1.578
H -0.436 0.902 -0.950
H -2.352 -0.578 -1.765
H -2.452 0.655 -0.569
H -3.377 -0.981 -0.424
H -1.958 0.389 1.551
H -0.559 -0.637 1.944
H -3.603 -1.446 2.043
H -2.126 -2.202 2.792
H -3.311 -2.962 0.159
H -2.167 -3.753 1.206
H -1.057 -2.709 -1.057
H -0.282 -2.664 0.539
C 9.763 2.180 1.413
C 8.381 2.821 1.321
C 7.380 1.879 1.907
N 6.027 2.178 1.707
C 5.165 1.031 2.163
C 5.620 3.490 2.357
C 5.372 4.502 1.265
C 5.726 3.872 -0.062
C 5.621 2.369 0.257
H 10.098 1.937 2.431
H 10.518 2.806 0.977
H 9.735 1.235 0.853
H 8.206 2.883 0.238
H 8.513 3.734 1.887
H 7.473 1.825 3.015
H 7.545 0.836 1.584
H 4.109 1.327 2.262
H 5.551 0.595 3.102
H 5.256 0.302 1.374
H 4.806 3.299 2.993
H 6.526 3.830 2.940
H 4.329 4.841 1.312
H 5.942 5.385 1.522
H 4.976 4.032 -0.848
H 6.738 4.146 -0.338
H 4.568 2.107 0.140
H 6.220 1.661 -0.240
C 6.757 -2.285 0.166
C 5.389 -1.795 -0.385
O 5.278 -0.573 -0.790
O 4.441 -2.613 -0.323
H 7.504 -1.497 0.378
H 7.236 -2.944 -0.608
H 6.516 -2.957 1.014
C -5.904 -3.186 0.994
C -5.803 -1.647 1.003
O -5.880 -1.021 2.093
O -5.615 -1.052 -0.119
H -6.787 -3.549 1.509
H -5.130 -3.455 1.700
H -5.854 -3.737 0.123
C 5.920 2.322 -3.164
C 4.413 2.162 -3.311
O 3.944 1.520 -4.321
O 3.751 2.702 -2.354
H 6.298 1.497 -2.545
H 6.180 3.333 -2.763
H 6.524 2.171 -4.112
C -1.401 1.714 -4.157
C -0.998 0.260 -4.559
O -1.083 -0.619 -3.648
O -0.798 0.004 -5.786
H -0.715 2.069 -3.400
H -2.433 1.659 -3.784
H -1.401 2.338 -5.033
C -0.664 -4.971 5.763
C -0.871 -3.481 5.796
O -0.824 -2.833 6.841
O -1.076 -2.978 4.676
H -1.448 -5.433 5.154
H -0.950 -5.383 6.754
H 0.326 -5.264 5.532
C 2.222 4.011 5.330
C 1.754 2.793 4.512
O 0.708 2.246 4.855
O 2.511 2.334 3.661
H 1.275 4.580 5.554
H 2.985 4.667 4.849
H 2.659 3.632 6.205
C -0.259 3.329 0.871
C -1.746 3.141 0.843
O -2.302 2.811 1.940
O -2.368 3.375 -0.235
H 0.255 2.574 0.226
H 0.142 3.197 1.946
H 0.127 4.355 0.544